# 1
Below is a cluster of 2 separate species, C8H12Cl2OS in total, with properties calculated with wB97M-V/def2-TZVPD.

```
! wB97M-V def2-TZVPD RIJCOSX def2/J DEFGRID3
* xyz 0 1
C 1.05693 -0.15074 -0.95527
C 0.85581 1.14840 -0.08370
C 0.23219 -1.35681 -0.56533
C 1.87128 2.29724 -0.26586
C -0.56237 1.53563 -0.33761
C 0.94477 0.70533 1.43698
C -1.02766 -1.50891 -1.35262
C 0.81688 -2.36676 0.08064
O 1.83543 -0.20177 -1.83254
S 1.44786 3.87284 -0.36671
Cl 3.54750 1.79837 -0.16850
Cl -3.99294 -1.30579 2.14472
H -0.65608 1.67715 -1.36369
H -0.98893 2.36982 0.14064
H -1.33160 0.69768 -0.13103
H 2.07786 0.60716 1.55336
H 0.44765 -0.22702 1.68500
H 0.55843 1.38735 2.29338
H -1.03599 -2.38683 -2.07982
H -1.23477 -0.58233 -1.85070
H -1.85012 -1.63024 -0.61708
H -5.19362 -0.78625 1.95363
H 1.81587 -2.29015 0.55737
H 0.36560 -3.30338 0.12473
*
```

Calculated values
SMILES ... C=C(C)C(=O)C(C)(C)C(=S)Cl.Cl
Energy relative to the best compared isomer or geometry (same formula, charge and spin) ... 0.0 kcal/mol
Kohn-Sham gap ... 8.595 eV
E_HOMO ... -0.3352 Ha

Electronic structure analysis, Löwdin charges in units of e:
1. C -0.37
2. C -0.53
3. C -0.31
4. C -1.10
5. C -0.10
6. C -0.05
7. C -0.06
8. C 0.08
9. O 0.15
10. S 0.72
11. Cl 0.66
12. Cl 0.22
13. H 0.07
14. H 0.06
15. H 0.12
16. H 0.07
17. H 0.06
18. H 0.12
19. H 0.12
20. H 0.06
21. H 0.08
22. H -0.21
23. H 0.09
24. H 0.05


# 2
Below is a structure of composition C8H12Cl2OTl, with properties calculated with wB97M-V/def2-TZVPD.

```
! wB97M-V def2-TZVPD RIJCOSX def2/J DEFGRID3
* xyz -1 1
Tl 2.65486 -0.07659 -1.12370
Cl 0.90002 -1.85778 -0.87791
Cl 1.85014 2.02300 0.02241
C 4.50411 -0.61185 -0.59802
H 5.04327 -0.06706 0.20494
H 5.04321 -1.43042 -1.12296
C -0.86920 1.15216 -1.75564
C 0.13226 0.86593 -2.52442
H -0.71367 1.80107 -0.88596
C 0.06554 -0.14435 -3.64318
H 1.05942 1.45506 -2.46463
C -1.38515 -0.39364 -4.09242
H 0.67858 0.17100 -4.49946
H 0.47480 -1.10546 -3.28226
C -2.31646 -0.56727 -2.89283
H -1.72255 0.47698 -4.67222
H -1.43807 -1.27346 -4.74355
C -2.27125 0.67821 -1.98159
H -3.34080 -0.73835 -3.24070
H -2.01202 -1.44531 -2.31074
H -2.85431 1.47528 -2.47926
H -2.77677 0.47138 -1.02887
O -0.25598 -0.65003 1.98653
C -0.45028 -0.20839 0.95186
*
```

Calculated values
Energy relative to the best compared isomer or geometry (same formula, charge and spin) ... 16.1 kcal/mol
Kohn-Sham gap (spin up / spin down) ... 6.100 / 6.075 eV
E_HOMO (spin up / spin down) ... -0.1216 / -0.1205 Ha

Electronic structure analysis, Löwdin charges in units of e:
1. Tl 0.38
2. Cl -0.03
3. Cl -0.13
4. C -0.44
5. H -0.10
6. H -0.11
7. C -0.20
8. C -0.27
9. H 0.06
10. C -0.24
11. H 0.03
12. C -0.21
13. H 0.11
14. H 0.04
15. C -0.21
16. H 0.11
17. H 0.10
18. C -0.19
19. H 0.10
20. H 0.10
21. H 0.11
22. H 0.10
23. O 0.01
24. C -0.12


# 3
Below is the molecule C8H12Cl2Si, with properties calculated with wB97M-V/def2-TZVPD.

```
! wB97M-V def2-TZVPD RIJCOSX def2/J DEFGRID3
* xyz 0 1
C -3.36196 0.73063 -0.33580
C -2.94803 1.64284 0.63680
C -2.55299 0.05250 -1.18365
C -1.93327 1.59645 1.49744
C -1.10160 0.37232 -1.45420
C -0.47697 -0.25444 -0.23693
C 2.28293 -1.56460 -1.18044
C 2.00863 -0.43350 1.72364
Si 1.39904 -0.26506 -0.13261
Cl -1.18716 -1.80892 0.22119
Cl 2.09002 1.43302 -0.96559
H -4.44705 0.64507 -0.47843
H -3.68350 2.36811 0.90969
H -2.90833 -0.81506 -1.75264
H -1.05202 0.91588 1.47978
H -0.80754 0.02695 -2.38408
H -0.94610 1.45947 -1.32915
H 2.47940 -2.35980 -0.56226
H 1.71990 -1.92018 -1.97801
H 3.22984 -1.23568 -1.57137
H 1.53625 -1.23919 2.23664
H 3.05417 -0.63481 1.78654
H 2.04415 0.42007 2.27059
*
```

Calculated values
Energy relative to the best compared isomer or geometry (same formula, charge and spin) ... 139.6 kcal/mol
Kohn-Sham gap (spin up / spin down) ... 8.015 / 7.997 eV
E_HOMO (spin up / spin down) ... -0.3064 / -0.3207 Ha

Electronic structure analysis, Löwdin charges in units of e:
1. C -0.16
2. C -0.24
3. C -0.19
4. C 0.17
5. C -0.27
6. C -0.71
7. C -0.19
8. C -0.17
9. Si 0.12
10. Cl 0.66
11. Cl 0.39
12. H 0.11
13. H 0.09
14. H 0.10
15. H 0.02
16. H 0.09
17. H 0.12
18. H 0.00
19. H 0.01
20. H 0.03
21. H 0.02
22. H 0.02
23. H -0.02


# 4
Below is the molecule C8H12ClN3O3S, with properties calculated with wB97M-V/def2-TZVPD.

```
! wB97M-V def2-TZVPD RIJCOSX def2/J DEFGRID3
* xyz 0 1
C -2.82674 -0.28541 1.56041
C -2.31315 -1.40043 0.62632
Cl -3.01683 -1.17315 -0.99611
C -0.80719 -1.30866 0.55815
N -0.22110 -2.43949 -0.18820
C 0.94818 -2.17682 -0.89983
O 0.98873 -2.26556 -2.11050
O 2.09867 -1.93062 -0.19551
C 2.34128 -0.58863 0.20273
C 2.85558 0.31725 -0.90265
S 1.59432 0.97761 -2.02656
C 0.88586 2.28484 -1.12591
N 1.38078 3.41407 -0.80379
N 0.40525 4.10034 -0.13729
C -0.61351 3.35062 -0.09943
O -0.39035 2.17506 -0.69387
H -2.98262 0.61610 0.98371
H -3.76914 -0.59859 1.98928
H -2.09287 -0.12329 2.34042
H -2.61021 -2.33995 1.07505
H -0.54442 -0.36847 0.07922
H -0.45407 -1.32710 1.58455
H -0.90102 -2.76475 -0.86086
H 1.49555 -0.09936 0.67966
H 3.11755 -0.64558 0.95827
H 3.59828 -0.17641 -1.51660
H 3.37477 1.14615 -0.43062
H -1.54160 3.63023 0.34997
*
```

Calculated values
SMILES ... C[C@@H](Cl)CNC(=O)OCCSc1nnco1
Kohn-Sham gap ... 10.124 eV
E_HOMO ... -0.3522 Ha

Electronic structure analysis, Löwdin charges in units of e:
1. C -0.11
2. C -0.72
3. Cl 0.65
4. C -0.25
5. N 0.08
6. C -0.55
7. O 0.10
8. O 0.01
9. C -0.24
10. C -0.41
11. S 1.01
12. C -0.70
13. N 0.06
14. N 0.05
15. C -0.20
16. O 0.02
17. H 0.06
18. H 0.08
19. H 0.07
20. H 0.11
21. H 0.10
22. H 0.12
23. H 0.10
24. H 0.10
25. H 0.13
26. H 0.09
27. H 0.09
28. H 0.13


# 5
Below is a structure of composition C8H12F6IN2O4SSbSiTi, with properties calculated with wB97M-V/def2-TZVPD.

```
! wB97M-V def2-TZVPD RIJCOSX def2/J DEFGRID3
* xyz 1 2
Ti -1.07311 0.00731 1.89895
O -1.98858 3.18322 2.81280
S -2.58950 1.88749 2.80186
O -3.91534 1.68743 3.22667
O -1.58834 0.87472 3.48062
O -2.33576 1.23980 1.36202
C 0.66646 -2.14297 -3.47614
Si 0.33897 -0.33436 -3.25913
C 1.87174 0.71477 -3.31471
C -1.06409 0.32628 -4.25097
C -0.15557 -0.20035 -1.42955
C -0.49022 -0.12408 -0.20929
H 0.98753 -2.31012 -4.50717
H -0.23209 -2.73588 -3.30289
H 1.45326 -2.49576 -2.80950
H 2.26536 0.67592 -4.33385
H 2.64236 0.34130 -2.64013
H 1.66002 1.75774 -3.07840
H -0.83130 0.24705 -5.31505
H -1.25215 1.37656 -4.02520
H -1.97969 -0.23710 -4.06570
I 4.85431 1.80245 1.78338
C 2.81326 1.78563 1.99556
C 1.99990 2.82368 2.43637
N 0.74328 2.39001 2.42751
N 0.67906 1.11391 1.99557
C 1.94386 0.74041 1.72990
H 2.24490 3.82493 2.75094
H -0.11584 2.88585 2.68013
H 2.15707 -0.25543 1.37632
F -0.07542 -1.63261 2.38861
Sb -1.43682 -3.20124 2.19735
F -1.58736 -3.09949 4.02487
F -2.90560 -4.26261 1.92061
F -0.04992 -4.40110 2.19213
F -1.20533 -2.79068 0.38846
F -2.44930 -1.46272 2.14706
*
```

Calculated values
Energy relative to the best compared isomer or geometry (same formula, charge and spin) ... 0.0 kcal/mol
Kohn-Sham gap (spin up / spin down) ... 6.819 / 4.623 eV
E_HOMO (spin up / spin down) ... -0.4622 / -0.4620 Ha

Electronic structure analysis, Löwdin charges in units of e:
1. Ti 1.15
2. O -0.24
3. S 0.48
4. O -0.17
5. O -0.34
6. O -0.36
7. C -0.16
8. Si 0.46
9. C -0.16
10. C -0.17
11. C 0.04
12. C 0.06
13. H 0.05
14. H 0.05
15. H 0.05
16. H 0.05
17. H 0.04
18. H 0.04
19. H 0.05
20. H 0.05
21. H 0.05
22. I 0.96
23. C -0.75
24. C -0.07
25. N 0.06
26. N -0.11
27. C -0.15
28. H 0.14
29. H 0.13
30. H 0.13
31. F -0.38
32. Sb 1.51
33. F -0.27
34. F -0.27
35. F -0.28
36. F -0.32
37. F -0.35


# 6
Below is a structure of composition C8H12F6N2O7S3, with properties calculated with wB97M-V/def2-TZVPD.

```
! wB97M-V def2-TZVPD RIJCOSX def2/J DEFGRID3
* xyz 0 1
C -4.22569 -3.69907 -2.55104
C -3.31264 -2.71585 -3.42193
O -3.78971 -1.58848 -3.72742
O -1.99797 -3.01090 -3.91666
C -1.09800 -3.39022 -2.84741
S 0.53649 -2.50156 -2.97674
N 1.06234 -1.84893 -1.46434
C 0.61517 -2.65714 -0.28694
C 0.73279 -0.41061 -1.30443
C 1.12065 0.74625 -2.34292
O 0.07381 -0.06328 -0.28601
H -3.90705 -4.78921 -2.69312
H -4.04653 -3.40414 -1.44481
H -5.32237 -3.49300 -2.77495
H -1.63134 -3.19151 -1.85856
H -0.88233 -4.51906 -2.98234
H 0.27865 -1.41360 -3.83606
H 1.10073 -2.25539 0.68185
H 0.90772 -3.74869 -0.50102
H -0.52128 -2.60009 -0.09097
H 0.11855 1.10040 -2.80222
H 1.66134 1.63133 -1.84104
H 1.77466 0.32842 -3.20373
C -0.74051 2.39454 1.98343
F -1.36989 2.16971 0.81067
F -1.51921 3.25344 2.67861
F -0.77364 1.22698 2.66846
S 0.96148 3.02338 1.76908
O 0.79821 4.27224 1.04694
O 1.64680 1.97500 1.02753
N 1.31527 3.14170 3.30798
S 2.78788 3.67342 3.57088
O 3.03782 5.06452 3.24146
O 3.86888 2.76232 3.23938
C 2.70761 3.64302 5.39552
F 2.45961 2.40267 5.87742
F 1.72100 4.43242 5.87857
F 3.85067 4.05897 5.97687
*
```

Calculated values
Kohn-Sham gap ... 5.858 eV
E_HOMO ... -0.3082 Ha

Electronic structure analysis, Löwdin charges in units of e:
1. C 0.01
2. C -0.39
3. O 0.09
4. O -0.11
5. C -0.33
6. S 1.19
7. N -0.35
8. C -0.10
9. C -0.41
10. C 0.00
11. O 0.07
12. H 0.10
13. H 0.11
14. H 0.11
15. H 0.11
16. H 0.14
17. H 0.07
18. H 0.14
19. H 0.11
20. H 0.10
21. H 0.11
22. H 0.12
23. H 0.08
24. C -0.65
25. F 0.10
26. F 0.11
27. F 0.10
28. S 0.58
29. O -0.29
30. O -0.32
31. N -0.29
32. S 0.59
33. O -0.29
34. O -0.30
35. C -0.65
36. F 0.10
37. F 0.11
38. F 0.12


# 7
Below is a structure of composition C8H12N, with properties calculated with wB97M-V/def2-TZVPD.

```
! wB97M-V def2-TZVPD RIJCOSX def2/J DEFGRID3
* xyz 1 1
C 0.28347 -0.45329 -1.89883
C -0.70715 0.25630 -1.34816
C -0.98420 1.61705 -0.79290
C 1.71034 -0.40144 0.15885
C 1.19479 1.01562 0.42993
C 0.65574 -1.09781 -0.55087
C -0.35921 0.98100 0.53019
C -1.71810 -1.24092 0.59797
N -0.67438 -0.40854 -0.04560
H 0.61027 -0.64190 -2.86283
H -0.45531 2.35653 -1.25338
H -1.96195 1.73631 -0.59894
H 2.38251 -0.28483 -0.62248
H 2.07949 -0.88271 1.11019
H 1.62718 1.20921 1.41105
H 1.57980 1.69424 -0.34024
H 0.63285 -2.25211 -0.41161
H -0.76043 1.09680 1.55933
H -2.55755 -1.31124 -0.07663
H -1.36872 -2.12155 1.06282
H -2.06603 -0.62831 1.42342
*
```

Calculated values
Energy relative to the best compared isomer or geometry (same formula, charge and spin) ... 41.6 kcal/mol
Kohn-Sham gap ... 10.305 eV
E_HOMO ... -0.5121 Ha

Electronic structure analysis, Löwdin charges in units of e:
1. C 0.12
2. C -0.11
3. C 0.05
4. C -0.13
5. C -0.09
6. C -0.16
7. C -0.10
8. C 0.07
9. N -0.14
10. H 0.11
11. H 0.10
12. H 0.09
13. H 0.11
14. H 0.16
15. H 0.12
16. H 0.13
17. H 0.19
18. H 0.17
19. H 0.11
20. H 0.10
21. H 0.10


# 8
Below is the ion C8H12N with charge +1, with properties calculated with wB97M-V/def2-TZVPD.

```
! wB97M-V def2-TZVPD RIJCOSX def2/J DEFGRID3
* xyz 1 1
C 2.62515 -0.81310 -1.07647
C 1.62375 -1.54019 -1.25083
C 0.26415 -1.01242 -1.34157
C -0.96017 -1.39078 -1.63505
C 1.07795 0.08946 -0.75466
C -2.09189 0.60253 -0.25310
C 2.15970 0.94502 1.34226
C -2.12624 -0.54130 -1.34397
N 1.02547 0.09369 0.82030
H 3.73549 -0.68987 -0.99390
H -0.96790 -2.31842 -2.14899
H -1.20964 1.11229 -0.34345
H -2.13514 0.25417 0.81280
H -3.00425 1.21140 -0.43910
H 2.50867 1.35118 0.36923
H 1.71738 1.73836 1.99785
H 3.00485 0.41127 1.73497
H -2.70417 -0.22868 -2.30272
H -2.87536 -1.26617 -0.96670
H 0.18701 0.68255 1.05166
H 0.89903 -0.86149 1.28837
*
```

Calculated values
SMILES ... CC/C=C1/C2=C[C@]21[NH2+]C
Energy relative to the best compared isomer or geometry (same formula, charge and spin) ... 104.6 kcal/mol
Kohn-Sham gap ... 9.537 eV
E_HOMO ... -0.4928 Ha

Electronic structure analysis, Löwdin charges in units of e:
1. C 0.14
2. C 0.02
3. C -0.20
4. C -0.02
5. C -0.03
6. C -0.07
7. C -0.01
8. C -0.20
9. N -0.02
10. H 0.14
11. H 0.13
12. H 0.00
13. H 0.09
14. H 0.10
15. H 0.09
16. H 0.12
17. H 0.09
18. H 0.16
19. H 0.12
20. H 0.14
21. H 0.21